Here is a 2-piece molecular cluster, C4H13N2 overall from the Open Molecules 2025 dataset. Energies are from the ωB97M-V functional and the def2-TZVPD basis.

XYZ file:
```
19
Properties=species:S:1:pos:R:3:lowdin_charge:R:1
N -1.91 0.86 -1.35 0.0834
C -1.64 -0.50 0.98 0.1966
C -0.44 0.35 1.42 -0.1738
N 0.63 0.51 0.29 0.0249
C 1.18 -0.69 -0.16 -0.3483
C 2.54 -0.57 -0.79 -0.0615
H -1.81 0.59 -2.29 0.0330
H -2.66 1.51 -1.62 0.0709
H -2.17 0.14 -0.49 0.0682
H -1.64 -1.53 1.26 0.1132
H -2.54 -0.10 1.45 0.1157
H -0.66 1.38 1.69 0.1266
H 0.21 -0.06 2.26 0.1742
H -0.04 0.79 -0.47 0.0799
H 1.23 -1.41 0.60 0.1099
H 0.48 -1.02 -0.85 0.0913
H 2.41 -0.11 -1.83 0.1060
H 3.22 -1.45 -0.79 0.0949
H 3.07 0.18 -0.14 0.0948
```

Summary:
**Energy above the lowest of the compared OMol25 structures with the same formula, charge and spin**: 178.34 kcal per mole
**Calculated total energy**: -269.2165 Ha
**HOMO**: -14.135 eV
**2S+1**: 1
**HOMO-LUMO gap**: 5.44 eV
**Strongest force on any atom**: 6.25 eV/Å
**Charge**: +1
**LUMO level**: -8.691 eV



Here is a 3-piece molecular cluster, C4H13N2O overall from the Open Molecules 2025 dataset. Energies are from the ωB97M-V functional and the def2-TZVPD basis.

XYZ file:
```
20
Properties=species:S:1:pos:R:3:lowdin_charge:R:1
C -1.50 0.73 -0.50 -0.2921
C -0.23 1.61 -0.17 -0.2474
C 1.14 1.03 -0.43 -0.0481
C 1.95 -1.15 -1.16 -0.1254
N 0.68 -1.65 -1.18 0.0003
N -1.79 -0.45 0.25 -0.0152
H -1.35 0.27 -1.50 0.1052
H -2.31 1.47 -0.40 0.1098
H -0.43 2.45 -0.84 0.0995
H -0.32 1.93 0.86 0.0948
H 1.82 1.57 -1.10 0.0614
H 1.65 0.77 0.50 0.0454
H 2.62 -1.09 -2.03 0.0891
H 2.50 -1.37 -0.27 0.0467
H -1.24 -1.28 0.07 0.0369
H 0.35 -0.68 -1.35 -0.0102
H -2.10 -0.30 1.19 0.0549
H 0.39 -0.09 1.76 -0.0024
H 0.18 -0.67 3.22 0.0478
O -0.23 -0.23 2.48 -0.0511
```

Summary:
**Energy above the lowest of the compared OMol25 structures with the same formula, charge and spin**: 101.62 kcal per mole
**Calculated total energy**: -344.7190 Ha
**HOMO (alpha / beta)**: -7.909 / -8.236 eV
**2S+1**: 2
**HOMO-LUMO gap (alpha / beta)**: 8.12 / 7.64 eV
**Strongest force on any atom**: 2.90 eV/Å
**LUMO level (alpha / beta)**: 0.210 / -0.592 eV



Here is a 3-piece molecular cluster, C4H13N2O overall from the Open Molecules 2025 dataset. Energies are from the ωB97M-V functional and the def2-TZVPD basis.

XYZ file:
```
20
Properties=species:S:1:pos:R:3:lowdin_charge:R:1
C -2.91 0.48 -0.22 -0.0474
C -1.92 -0.42 0.60 -0.1636
C -0.49 -0.17 0.18 -0.2895
C 0.09 -1.06 -0.74 0.1495
N 1.41 -0.98 -1.25 0.1276
N 0.11 0.92 0.57 0.2776
H -3.85 0.21 0.21 0.0795
H -2.79 0.34 -1.29 0.0878
H -2.78 1.54 0.01 0.0785
H -1.89 -0.29 1.69 0.1317
H -2.18 -1.44 0.33 0.1145
H -0.44 -2.00 -0.91 0.1581
H 2.06 -0.85 -0.47 0.0978
H 1.43 -0.11 -1.78 0.0960
H 2.64 2.20 -2.26 0.0100
H 2.58 2.15 -3.00 0.0244
H -0.54 1.63 0.92 0.1269
H 1.79 0.71 0.95 -0.0212
H 3.23 0.93 1.60 0.0564
O 2.66 0.27 1.18 -0.0946
```

Summary:
**Energy above the lowest of the compared OMol25 structures with the same formula, charge and spin**: 147.29 kcal per mole
**Calculated total energy**: -344.5321 Ha
**HOMO**: -14.974 eV
**2S+1**: 1
**HOMO-LUMO gap**: 6.40 eV
**Strongest force on any atom**: 4.55 eV/Å
**Charge**: +1
**LUMO level**: -8.574 eV